# C20H28NO6

A 2-piece molecular cluster, C20H28NO6 overall at a distorted geometry (ωB97M-V/def2-TZVPD, the Open Molecules 2025 dataset).

ORCA input file:
```
! RIJCOSX wB97M-V def2-TZVPD def2/J DEFGRID3
* xyz 0 2
C -1.55758 1.33914 -1.44601
C -0.98259 -0.07293 -1.51938
C -0.41735 -0.23465 -2.95909
C 0.17433 -0.28562 -0.54098
C -0.36821 -0.32549 0.88028
O 0.67544 -0.29801 1.88129
C 1.16365 -1.48230 2.31908
O 1.11983 -1.75715 3.47124
C 1.85902 -2.37122 1.35571
C 1.53421 -3.73030 1.33551
C 2.18769 -4.60592 0.47595
C 3.18820 -4.13075 -0.36926
C 3.50888 -2.77565 -0.35985
C 2.84438 -1.89716 0.49171
C -1.35237 -1.47113 1.03217
C -2.53501 -1.29330 0.05881
C -3.45794 -0.15615 0.50294
C -3.37851 -2.59215 0.08756
N -2.02202 -1.13431 -1.33948
O -1.56667 -2.27197 -1.76742
H -1.77488 1.66968 -0.43533
H -0.91339 2.06864 -1.91774
H -2.50604 1.35140 -1.97892
H 0.42198 -0.91890 -2.95469
H -0.03701 0.72363 -3.29649
H -1.18578 -0.58493 -3.63611
H 0.69260 -1.20064 -0.80019
H 0.84026 0.56842 -0.64330
H -0.92525 0.59044 1.03736
H 0.76602 -4.08160 2.00787
H 1.92557 -5.65092 0.48611
H 3.70781 -4.81425 -1.02049
H 4.28465 -2.40071 -1.00946
H 3.08851 -0.84478 0.48838
H -1.75898 -1.51402 2.04013
H -0.91091 -2.43770 0.80763
H -3.95450 -0.46077 1.41517
H -2.93692 0.76520 0.73895
H -4.19928 0.04956 -0.26349
H -3.80508 -2.79849 -0.88560
H -2.80537 -3.44135 0.43524
H -4.21549 -2.45939 0.76640
C 2.65807 3.85077 -0.25838
C 1.49119 4.73162 0.10852
C 1.00799 4.59586 1.53218
O -0.36976 4.97312 1.41211
C -0.76677 4.68242 0.15045
O -1.89262 4.69962 -0.22063
O 0.30611 4.36227 -0.62541
H 2.93977 4.00011 -1.30038
H 3.51934 4.08057 0.36860
H 2.39957 2.79792 -0.13532
H 1.71154 5.77641 -0.12798
H 1.52230 5.25212 2.22953
H 1.05735 3.56571 1.89449
*
```

- total energy (Ha) = -1285.040360
- HOMO (spin up / spin down) (eV) = -8.81 / -9.60
- HOMO-LUMO gap (spin up / spin down) (Ha) = 0.3424 / 0.3541